Version P
DFT (ωB97M-V/def2-TZVPD) results for the ion C6H15N4O with charge +1.

```
! RIJCOSX wB97M-V def2-TZVPD def2/J DEFGRID3
* xyz 1 1
C 0.47825 -0.09732 -2.13442
C -0.81857 0.54050 -1.65374
C -0.73251 0.16897 -0.08509
C -1.44647 -1.14402 0.13081
C 1.30899 -0.41766 1.26030
C 2.57429 0.31653 1.74514
N 1.19857 -0.41564 -1.18627
N 0.69717 0.00770 -0.02213
N -1.27019 1.20149 0.68562
N -2.06449 0.11269 -2.38184
O 2.44539 0.52334 3.16011
H 0.76017 -0.37822 -3.13017
H -0.63983 1.61994 -1.82562
H -1.46654 -1.30716 1.24275
H -0.86649 -1.93620 -0.25229
H -2.52780 -1.31048 -0.15566
H 1.50681 -1.52064 1.23118
H 0.56372 -0.42961 2.09022
H 2.64563 1.29560 1.42487
H 3.51987 -0.08083 1.50263
H -1.36753 0.96995 1.67883
H -0.64511 2.03406 0.62600
H -2.72509 0.75298 -2.12396
H -2.48037 -0.67517 -2.02372
H -1.83705 0.09274 -3.38003
H 3.18919 0.07646 3.57649
*
```

Computed properties:
Molecular weight   159.21 g mol⁻¹
HOMO-LUMO gap   0.3228 Eh
LUMO level   -3.49 eV
SMILES   C[C@]1(N)[C@H]([NH3+])C=NN1CCO

***

Version Q
DFT (ωB97M-V/def2-TZVPD) results for a cluster of 2 separate species, C6H15N4O in total.

```
! RIJCOSX wB97M-V def2-TZVPD def2/J DEFGRID3
* xyz 1 1
C 0.11218 -1.94016 0.75784
C -1.95068 -0.00146 0.05781
C 0.97908 -0.93548 0.72361
C -0.05760 2.67738 -0.76804
C 2.15272 -1.66749 -1.32118
C -1.40532 2.27362 -0.07564
N -2.91497 -0.70245 0.01431
N 0.91679 0.10307 1.68613
N 2.03783 -0.67395 -0.21110
N -1.22673 0.92395 0.42287
O -3.19009 -1.78057 -0.70713
H -0.58842 -1.84487 1.62975
H 0.20526 -2.63655 -0.01175
H 0.34768 1.67150 -1.20438
H -0.22797 3.31344 -1.52800
H 0.75206 3.11690 -0.17128
H 3.22024 -1.41798 -1.79945
H 2.22019 -2.60895 -0.85035
H 1.44454 -1.45965 -1.96956
H -2.22891 2.22619 -0.62485
H -1.46137 2.97872 0.87650
H 0.51467 -0.01444 2.59568
H 1.78846 0.61635 1.63291
H 2.92042 -0.48167 0.21342
H -0.42785 0.60224 1.13859
H -3.93224 -2.33768 -0.50669
*
```

Computed properties:
Molecular weight   159.21 g mol⁻¹
HOMO-LUMO gap   0.3227 Eh
LUMO level   -3.42 eV

***

Relative energy of each structure, in hartree: version P 0.0000; version Q 0.1043.

***

Version P
DFT (ωB97M-V/def2-TZVPD) results for a structure of composition C2H7N5O.

```
! RIJCOSX wB97M-V def2-TZVPD def2/J DEFGRID3
* xyz 0 1
C -0.04647 -0.29841 -0.01400
C 2.28377 -0.60794 -0.20581
H -3.36274 -0.66340 1.04532
H -2.55073 0.27648 -0.72046
H -0.83125 -1.93460 0.27151
H 0.91783 1.35726 0.08554
H -1.58374 2.29013 0.26445
H 3.00445 -1.52066 -0.79211
H 3.65636 0.45624 0.17203
N -2.77425 -0.76612 -0.11341
N -1.19694 -1.01573 0.12040
N -0.01110 1.10715 0.27812
N 1.01922 -1.01149 -0.18860
N 2.64720 0.57979 0.18078
O -1.17163 1.75131 -0.38375
*
```

Computed properties:
Molecular weight   117.11 g mol⁻¹
HOMO-LUMO gap   0.3288 Eh
LUMO level   0.26 eV

***

Version Q
DFT (ωB97M-V/def2-TZVPD) results for the molecule C2H7N5O.

```
! RIJCOSX wB97M-V def2-TZVPD def2/J DEFGRID3
* xyz 0 1
C -0.46088 1.44530 -0.54959
C 0.99504 -1.61866 0.31149
H -1.72752 3.41842 -2.91127
H -1.88150 3.37630 -0.99935
H -0.67817 1.89532 0.52508
H 0.54156 0.04499 -1.64734
H 1.51140 -1.90350 -0.53248
H 1.91957 -2.57186 1.89071
H -0.26126 -1.38119 2.04616
N -1.71102 2.80040 -1.83776
N -0.66237 1.97665 -1.79548
N 0.63752 0.44696 -0.44925
N 0.46747 -0.39124 0.52661
N 0.96143 -2.51624 1.45706
O -0.06003 -2.25676 2.21860
*
```

Computed properties:
Molecular weight   117.11 g mol⁻¹
HOMO-LUMO gap   0.3088 Eh
LUMO level   0.84 eV
SMILES   N/N=C/N/N=C/NO

***

Relative energy of each structure, in hartree: version P 0.0000; version Q 0.0354.

***

Version P
DFT (ωB97M-V/def2-TZVPD) results for the molecule C6H9N3O.

```
! RIJCOSX wB97M-V def2-TZVPD def2/J DEFGRID3
* xyz 0 1
C -2.72185 -1.14878 1.39216
C -1.26755 -0.90220 1.12333
C 0.31179 0.71115 0.04858
C 2.07572 1.69109 -0.33539
C 1.96369 0.80908 -1.36341
C 0.16573 -1.01056 -1.82485
H -2.63545 -2.23712 2.05739
H -3.41578 -1.16532 0.49169
H -3.05388 -0.53935 2.09616
H -1.64981 0.94334 0.36608
H 3.12008 2.41204 -0.30929
H 2.48678 0.70563 -2.39184
H -1.08481 -0.77258 -1.89695
H 0.39932 -1.69282 -1.22417
H 0.52634 -0.76889 -2.68294
N -1.06090 0.33517 0.55557
N 1.03423 1.66950 0.51812
N 0.73478 0.21608 -1.11738
O -0.35184 -1.66611 1.19464
*
```

Computed properties:
Molecular weight   139.16 g mol⁻¹
HOMO-LUMO gap   0.3496 Eh
LUMO level   0.66 eV
SMILES   CC(=O)Nc1nccn1C

***

Version Q
DFT (ωB97M-V/def2-TZVPD) results for the molecule C6H9N3O.

```
! RIJCOSX wB97M-V def2-TZVPD def2/J DEFGRID3
* xyz 0 1
C -2.77676 1.43504 -1.18185
C -1.24944 1.24285 -1.07613
C 0.37240 -0.22515 0.02317
C 2.45127 -0.66762 -0.01416
C 1.91066 -1.32398 1.08372
C -0.34797 -1.42046 2.14098
H -2.88935 1.74128 -1.98126
H -3.23140 0.59326 -0.88914
H -3.17149 2.06879 -0.25579
H -1.80758 -0.32518 0.39583
H 3.57474 -0.87739 -0.36239
H 2.32552 -1.99958 1.85378
H -1.04245 -2.00072 1.86142
H -0.96112 -0.43877 2.40794
H 0.24569 -1.68922 3.03901
N -0.88421 0.14020 -0.24945
N 1.46734 -0.08745 -0.71937
N 0.65415 -1.00846 1.11290
O -0.48305 1.92168 -1.61654
*
```

Computed properties:
Molecular weight   139.16 g mol⁻¹
HOMO-LUMO gap   0.2886 Eh
LUMO level   0.23 eV
SMILES   CC(=O)Nc1nccn1C

***

Version R
DFT (ωB97M-V/def2-TZVPD) results for the molecule C6H9N3O.

```
! RIJCOSX wB97M-V def2-TZVPD def2/J DEFGRID3
* xyz 0 1
C 0.47869 -2.72147 -0.13342
C 0.15168 -1.71097 0.67886
C -0.32628 -1.20297 -1.41482
C -0.47921 0.68947 0.12453
C -2.14091 1.41515 0.18277
C 1.80968 1.05537 0.33618
N 0.23287 -2.36092 -1.47244
N -0.36453 -0.69426 -0.10000
N 0.44892 1.51095 0.26701
O 0.27829 2.71379 0.52329
H 0.97215 -3.67926 0.09048
H 0.20190 -1.53776 1.71858
H -0.31435 -0.63092 -2.31544
H -2.01921 2.42636 -0.17084
H -2.63590 0.76437 -0.66610
H -2.55939 1.35174 1.20960
H 1.80789 0.17739 -0.32904
H 1.97844 0.55066 1.36837
H 2.47926 1.88328 0.10241
*
```

Computed properties:
Molecular weight   139.16 g mol⁻¹
HOMO-LUMO gap   0.3519 Eh
LUMO level   0.70 eV
SMILES   C/C(n1ccnc1)=[N+](/C)[O-]

***

Relative energy of each structure, in hartree: version P 0.0000; version Q 0.0026; version R 0.0184.

***

Version P
DFT (ωB97M-V/def2-TZVPD) results for the molecule C5H15N2.

```
! RIJCOSX wB97M-V def2-TZVPD def2/J DEFGRID3
* xyz 0 2
N -1.08366 1.38862 0.37359
C -0.30947 0.10565 0.48382
C 1.22410 0.32476 0.45394
C 1.70399 0.75976 -0.90743
C 1.90580 -0.95460 0.98406
C -0.84097 -0.89722 -0.55304
N -2.33877 -0.69072 -0.71366
H -2.39214 0.33829 -0.50764
H -1.28077 1.75830 1.30515
H -0.36314 2.03756 0.05640
H -0.53260 -0.34428 1.45205
H 1.41736 1.10305 1.20296
H 2.74113 1.08602 -0.82552
H 1.77207 -0.08676 -1.60377
H 1.18326 1.57738 -1.40228
H 2.04761 -1.67574 0.18699
H 2.80164 -0.76413 1.57942
H 1.25493 -1.39286 1.74725
H -0.46881 -0.70707 -1.55576
H -0.65708 -1.90332 -0.18476
H -2.90114 -0.99985 0.12582
H -2.72305 -1.03908 -1.62358
*
```

Computed properties:
Molecular weight   103.19 g mol⁻¹
HOMO-LUMO gap (alpha / beta)   0.1461 / 0.4161 Eh
LUMO level (alpha / beta)   0.81 / 0.72 eV
Expectation value of S²   0.75

***

Version Q
DFT (ωB97M-V/def2-TZVPD) results for the molecule C5H15N2.

```
! RIJCOSX wB97M-V def2-TZVPD def2/J DEFGRID3
* xyz 0 2
C 2.07001 -0.65121 -1.39375
C 0.75167 0.16828 -1.18370
C 0.76911 0.75157 0.35350
C -0.56781 1.57642 0.68600
C -1.59753 -0.50172 1.76377
N -1.57146 0.41104 0.68020
N -0.33053 -0.94853 -1.26544
H 2.94381 0.04757 -1.32811
H 1.94892 -1.38909 -2.20885
H 2.29967 -1.23341 -0.51514
H 0.42110 0.93845 -1.88979
H 1.78783 1.39717 0.26751
H 0.87824 -0.01014 1.11017
H -0.31537 1.86999 1.76924
H -0.45057 2.33850 -0.08441
H -2.45881 -1.32011 1.87058
H -0.50519 -0.99721 1.77879
H -1.75911 0.07763 2.59866
H -2.53421 0.79742 0.45283
H -1.02346 -0.34041 -0.41272
H -0.04464 -1.86431 -0.89508
H -0.71166 -1.11790 -2.15424
*
```

Computed properties:
Molecular weight   103.19 g mol⁻¹
HOMO-LUMO gap (alpha / beta)   0.1216 / 0.3868 Eh
LUMO level (alpha / beta)   0.86 / 0.64 eV
Expectation value of S²   0.75

***

Relative energy of each structure, in hartree: version P 0.0000; version Q 0.1080.

***

Version P
DFT (ωB97M-V/def2-TZVPD) results for a structure of composition C3H10N2Si.

```
! RIJCOSX wB97M-V def2-TZVPD def2/J DEFGRID3
* xyz 0 1
C -0.10928 1.78289 0.82984
C 0.85781 0.58879 1.03375
C -2.79129 -0.39097 -0.31242
N -1.33986 1.35517 0.20031
N -1.49833 0.05425 0.11784
Si -0.23132 -0.93546 0.80509
H -0.41562 2.21617 1.83260
H 0.25824 2.53929 0.26086
H 1.73250 0.54222 0.23091
H 1.28803 0.65057 2.04969
H -3.47123 0.01408 0.52362
H -2.98164 0.05416 -1.30756
H -2.98604 -1.51467 -0.42115
H 2.14448 -4.99009 -0.53665
H 0.09500 -2.18236 0.04656
H 1.72652 -4.35588 -0.36526
*
```

Computed properties:
Molecular weight   102.21 g mol⁻¹
HOMO-LUMO gap (alpha / beta)   0.2540 / 0.2908 Eh
LUMO level (alpha / beta)   -0.14 / 0.95 eV

***

Version Q
DFT (ωB97M-V/def2-TZVPD) results for a cluster of 3 separate species, C3H10N2Si in total.

```
! RIJCOSX wB97M-V def2-TZVPD def2/J DEFGRID3
* xyz 0 1
C -0.99932 1.61294 -1.70655
C 1.05656 -1.17743 -0.99256
C 0.61839 0.05823 2.07547
N -0.03437 2.38510 -0.95998
N -0.66345 1.24273 -0.35935
Si 0.32636 -0.10357 0.22537
H -2.11785 1.83523 -1.78737
H -0.64186 0.81242 -2.34681
H 1.69010 -2.02374 -0.63820
H 0.47095 -1.41991 -1.80534
H -0.93469 -2.67590 1.15704
H 0.45104 -0.78998 2.77434
H 1.53399 0.62789 2.29760
H -0.20916 0.83722 2.22889
H 0.87243 2.20783 -1.31299
H -1.41910 -3.42907 1.15043
*
```

Computed properties:
Molecular weight   102.21 g mol⁻¹
HOMO-LUMO gap   0.3187 Eh
LUMO level   0.46 eV

***

Relative energy of each structure, in hartree: version P 0.0000; version Q 0.0354.

***

Version P
DFT (ωB97M-V/def2-TZVPD) results for the ion C3H9N2O with charge +1.

```
! RIJCOSX wB97M-V def2-TZVPD def2/J DEFGRID3
* xyz 1 1
C -1.20452 0.56523 0.46659
C 1.21570 0.54068 0.69693
C 0.04380 -1.46243 -0.07882
N -0.15924 0.55864 -1.31638
N 0.02522 0.00038 -0.02129
O -2.59972 -0.11844 0.34165
H -1.29831 1.56597 0.75920
H 1.09835 0.48314 1.82037
H 2.33300 0.16401 0.49829
H 1.16004 1.64151 0.44390
H -1.02519 -1.76298 -0.08369
H 0.58308 -1.67244 -0.98146
H 0.29456 -2.02206 0.86744
H 0.18775 1.46374 -1.47328
H -0.65452 0.05504 -1.93946
*
```

Computed properties:
Molecular weight   89.12 g mol⁻¹
HOMO-LUMO gap (alpha / beta)   0.3548 / 0.3545 Eh
LUMO level (alpha / beta)   -5.42 / -5.42 eV
SMILES   C[N+](C)(N)C=O

***

Version Q
DFT (ωB97M-V/def2-TZVPD) results for the ion C3H9N2O with charge +1.

```
! RIJCOSX wB97M-V def2-TZVPD def2/J DEFGRID3
* xyz 1 1
C 0.02030 -1.02040 0.58850
C -1.18527 0.79047 -0.34123
C 0.92615 0.19517 0.50970
N 0.00727 1.27117 0.40244
N -0.92975 -0.70409 -0.42141
O 1.82690 -0.05052 -0.68788
H 0.66022 -1.93031 0.19632
H -0.44467 -1.15596 1.58715
H -2.03140 1.10699 0.18827
H -1.16567 1.23284 -1.40243
H 1.68332 0.42810 1.29328
H 0.47302 2.16388 0.19377
H -0.75181 -0.98146 -1.38476
H -1.83027 -1.33446 -0.29947
H 2.74165 -0.01142 -0.42225
*
```

Computed properties:
Molecular weight   89.12 g mol⁻¹
HOMO-LUMO gap   0.3838 Eh
LUMO level   -3.69 eV
SMILES   O[C@@H]1C[NH2+]CN1

***

Version R
DFT (ωB97M-V/def2-TZVPD) results for a cluster of 2 separate species, C3H9N2O in total.

```
! RIJCOSX wB97M-V def2-TZVPD def2/J DEFGRID3
* xyz 1 1
C -0.39435 1.05698 -2.01782
C 1.00994 -0.61517 2.23634
C -0.40920 -0.84427 -0.50646
N -1.02405 0.11930 -1.12529
N 0.32709 0.03224 1.18308
O 0.02896 1.18837 1.22521
H 0.60013 0.70707 -2.29028
H -0.99299 1.16529 -2.92042
H -0.31378 2.03318 -1.54126
H 0.43459 -1.49893 2.52708
H 1.18900 0.03910 3.09262
H 1.95485 -1.00153 1.84118
H -0.99295 -1.57557 0.03443
H 0.56676 -1.14917 -0.85912
H -1.98401 0.34312 -0.87930
*
```

Computed properties:
Molecular weight   89.12 g mol⁻¹
HOMO-LUMO gap   0.3348 Eh
LUMO level   -5.27 eV

***

Relative energy of each structure, in hartree: version P 0.1909; version Q 0.0000; version R 0.0673.